Below is 15 unconnected molecules or ions with the total composition C50H136N6O16, with properties calculated with ωB97M-V/def2-TZVPD.

The geometry in XYZ format:
```
208
Properties=species:S:1:pos:R:3:forces:R:3
C -6.83212 2.60099 -1.03411 -0.2177 -0.5754 -1.2905
C -7.89332 1.99570 -0.09711 -0.0344 0.0638 -0.3358
C -8.17691 0.49951 -0.14384 -0.0380 0.1989 -0.7262
O -8.92040 0.22356 -1.28743 -0.5272 -0.1323 -0.9124
C -9.33924 -1.11324 -1.39857 0.2214 -0.1010 -0.2635
N -7.42287 2.27489 1.20496 0.9544 0.5562 2.2396
H -6.30841 3.49206 -0.68797 -0.5666 0.1858 0.5455
H -7.24760 2.85960 -2.00807 -0.1099 -0.0654 -0.0471
H -5.99476 1.93543 -1.24380 -0.1687 -0.5032 0.1477
H -8.85948 2.49959 -0.12428 -0.2576 0.0455 -1.2762
H -8.80050 0.20616 0.70066 0.2150 0.1000 0.6122
H -7.26246 -0.09330 -0.16506 0.3324 -0.0185 0.3030
H -10.04785 -1.44059 -0.63778 -0.3933 0.3958 0.2038
H -8.51278 -1.81563 -1.29038 0.4111 -0.0296 -0.2349
H -9.77807 -1.21240 -2.39140 -0.0373 -0.1401 0.1402
H -7.23934 3.26788 1.18530 0.3378 0.2083 0.5664
H -8.19086 2.17461 1.85321 -0.0214 -0.1713 0.3928
C 8.61289 -2.41336 2.21570 -0.6094 0.6498 -0.1079
C 8.90117 -1.27444 1.22383 -0.1429 1.3569 1.0608
C 8.64464 0.12871 1.88181 -0.0114 -0.6761 -0.5558
O 7.29173 0.21520 2.29056 -0.0714 -0.8788 -0.4165
C 6.97320 1.36157 3.01196 0.6362 0.2911 0.6362
N 10.31108 -1.35554 0.90473 0.6148 -0.6555 0.0057
H 8.70546 -3.36631 1.69472 -0.5298 -0.1250 0.0364
H 7.65183 -2.22051 2.69244 -0.2455 -0.5523 -0.2774
H 9.31454 -2.46735 3.04808 0.4055 0.4471 -0.1235
H 8.34839 -1.36614 0.28888 -0.6760 -0.0480 0.3031
H 8.94737 0.94870 1.23060 -0.4516 0.0783 -0.8262
H 9.37981 0.30262 2.66755 -0.1926 -0.5613 0.8586
H 6.06334 1.27228 3.60549 -0.2587 -0.4248 -0.4662
H 6.89472 2.23022 2.35821 0.0926 0.2441 0.0577
H 7.75852 1.47582 3.75917 0.2076 0.6541 0.1222
H 10.46946 -1.35216 -0.09277 0.0280 0.2550 -0.1558
H 10.47100 -2.31399 1.18026 1.1753 -0.0696 -0.1617
C 0.70664 9.15475 -0.42877 -0.4448 1.3128 0.4706
C 1.73482 8.34022 -1.14252 -0.4789 -1.6626 0.0661
C 2.45313 9.02521 -2.25906 -0.2793 0.1775 -1.3198
O 1.54908 9.17107 -3.34026 -0.4225 1.2137 -1.3849
C 2.11245 9.70829 -4.56009 0.5234 -0.4391 0.4877
N 2.73330 7.83713 -0.23142 0.8394 -0.0993 1.1334
H -0.17462 9.40614 -1.01892 0.1787 -0.1424 -0.4195
H 1.14624 10.10549 -0.12720 0.0358 0.1240 0.2202
H 0.30270 8.68443 0.46774 0.3196 -0.2837 0.0532
H 1.19492 7.45436 -1.47698 -0.1658 0.0272 -1.0574
H 3.27629 8.42819 -2.65156 0.3872 -0.2555 0.3666
H 2.84897 9.98531 -1.92797 0.0589 0.2378 0.0642
H 2.88197 9.03385 -4.93570 -0.0040 -0.3868 -0.1137
H 2.63548 10.66295 -4.50397 -0.0974 0.3205 0.8632
H 1.38575 9.87339 -5.35555 -0.4947 -0.4794 0.4699
H 2.32276 7.10770 0.33381 -0.1720 0.1369 0.4312
H 3.46675 7.34053 -0.71674 0.1976 0.1394 -0.3371
C -0.36127 -6.80192 5.25170 -0.0795 0.0618 -0.3556
C -0.02441 -7.58934 3.98680 0.8207 1.5182 -1.0439
C 0.84706 -6.70361 2.97362 -1.2943 0.7931 0.0322
O 0.02840 -5.58439 2.43493 1.2070 -0.2938 0.8341
C 0.75163 -4.70970 1.57387 -0.0073 -0.2227 -0.7993
N 0.68939 -8.78415 4.38555 0.2918 -0.4784 -0.6931
H -0.93861 -5.90682 5.02026 -0.0097 -0.0253 0.0311
H 0.55023 -6.49747 5.76607 0.1513 0.0614 -0.0450
H -0.91289 -7.43811 5.94386 -0.1104 0.0153 -0.1056
H -0.92765 -7.83687 3.42913 -0.1109 -0.3004 0.2168
H 1.26730 -7.17532 2.08537 -0.3435 -0.8777 0.0134
H 1.73021 -6.38614 3.52802 0.0144 0.7253 0.2357
H 1.72327 -4.34185 1.90358 -0.0143 -0.1222 0.7773
H 0.16784 -3.83985 1.27278 -0.4204 -0.0026 0.6604
H 0.96768 -5.15571 0.60304 0.0350 -0.6717 -0.1408
H 0.95458 -9.27609 3.54426 -0.3051 -0.5261 -0.2925
H 1.60688 -8.54922 4.73644 0.1104 0.4075 0.6233
C 1.43933 0.94519 0.29686 -0.3413 1.1102 -0.4921
C 0.37274 1.53841 -0.67412 1.0001 -0.5992 -1.4345
C -0.48280 0.41885 -1.34448 -0.0772 -0.6535 0.8462
O 0.31663 -0.50825 -2.06937 0.0213 -0.2770 -0.3804
C -0.36315 -1.60251 -2.69588 0.5062 -0.1576 0.0362
N -0.41494 2.56033 0.00431 -0.2336 -0.7137 0.1181
H 1.80703 1.78169 0.89113 -0.3827 0.0271 0.3855
H 2.36573 0.63909 -0.18912 -0.4356 -0.7336 -0.2977
H 0.97937 0.19064 0.93498 0.3205 -0.1338 0.0336
H 0.89244 1.99900 -1.51428 0.2584 0.3076 0.0947
H -1.32349 0.73321 -1.96296 0.1275 0.7077 -0.2712
H -0.96166 -0.07995 -0.50187 -0.2249 -0.4941 0.3131
H -1.18578 -1.32989 -3.35699 -0.2704 0.4387 0.2796
H -0.66603 -2.39756 -2.01451 -0.4669 0.3617 0.6002
H 0.31530 -2.16206 -3.33985 0.5622 0.5600 -0.0640
H -0.89637 3.16986 -0.64130 0.0397 0.0498 -0.3125
H -1.14458 2.03020 0.45893 -0.4379 0.2655 0.6265
C 4.90505 -4.34484 -2.95581 -0.6932 0.3093 0.1783
C 5.78777 -5.43979 -2.47375 1.9573 -0.1752 0.6288
C 5.58059 -5.75880 -0.94297 -0.6208 -0.1819 -1.0391
O 6.60071 -6.57305 -0.45781 1.4353 -0.6610 -0.1200
C 6.42744 -7.19342 0.79735 -0.5676 -0.2117 -0.0518
N 5.66244 -6.57582 -3.35934 -1.2034 -1.4180 0.0079
H 3.88510 -4.69403 -2.79498 -0.2945 0.3680 -0.2933
H 5.08885 -4.14316 -4.01110 -0.1876 -0.1236 -0.0556
H 5.06833 -3.40380 -2.43056 -0.0384 -0.0754 0.1676
H 6.81700 -5.13325 -2.66036 0.4277 0.6606 0.9928
H 4.62872 -6.27462 -0.81657 -0.4002 -0.2056 -0.2208
H 5.48488 -4.85387 -0.34294 0.2416 0.4712 -0.1430
H 5.52914 -7.81074 0.80653 -0.5103 0.2090 0.0169
H 6.40057 -6.48385 1.62431 -0.1188 0.2278 0.0317
H 7.20159 -7.92699 1.02242 0.4926 0.3822 -0.5011
H 6.25809 -7.36090 -3.13807 0.1005 0.1391 0.3354
H 5.82851 -6.35306 -4.33037 -0.0287 0.3097 0.0881
C 6.17419 2.87961 -2.78472 0.8161 -0.3095 0.4795
C 7.03059 3.95858 -2.04139 -0.8780 -0.7290 0.3198
C 8.45952 3.93697 -2.47806 0.7231 -0.3189 -0.8108
O 6.47559 5.24970 -2.13698 -0.1942 0.3440 -0.2674
H 5.20361 2.62155 -2.36109 -0.1802 0.8363 0.0666
H 6.67020 1.91203 -2.70817 0.4603 -0.0462 -0.0501
H 6.09574 3.07608 -3.85399 -0.1390 0.2793 0.0264
H 7.05061 3.75366 -0.97101 -0.3265 -0.2402 0.1016
H 8.57954 4.08974 -3.55061 -0.2879 -0.1241 -0.3460
H 8.84491 2.93879 -2.27019 0.3645 0.1206 0.0837
H 9.09565 4.71448 -2.05507 -0.2116 -0.1436 0.5642
H 6.79497 5.59621 -2.97336 -0.1734 0.3343 -0.1498
C -2.29089 -0.39255 4.29946 -0.2336 -0.8356 0.9147
C -3.69010 0.06437 3.95827 -0.3503 1.7263 1.0919
C -4.44698 0.72953 5.15136 0.0797 -1.2632 0.1037
O -3.56656 1.08783 2.99375 0.2245 0.0634 -1.0522
H -2.35089 -0.85578 5.28430 0.0124 -0.3686 0.0632
H -1.52618 0.37001 4.44720 -0.2543 0.2832 -0.5942
H -1.99716 -1.18062 3.60608 0.4096 0.2701 -0.0897
H -4.24802 -0.78930 3.57344 -0.1957 -0.0782 -0.0359
H -5.51638 0.85538 4.98212 -0.0071 0.2625 -0.5882
H -4.00422 1.69053 5.41314 0.1002 -0.1263 -0.0159
H -4.45787 0.05922 6.01082 0.3732 0.0438 0.2636
H -4.43559 1.46396 2.83592 -0.1794 0.0491 -0.1655
C -3.23573 -7.24894 -4.63131 0.7232 1.8792 0.8424
C -4.34488 -6.93963 -5.62869 1.6882 1.8692 -0.0312
C -3.79335 -6.45566 -6.94966 0.6716 0.4249 -1.1056
O -5.07963 -8.04259 -5.83465 -2.0880 -2.9207 -0.3606
H -2.64425 -6.36440 -4.39504 0.1658 0.5269 -0.6030
H -2.47860 -7.92476 -5.02898 -0.3614 -0.4746 -0.0153
H -3.50389 -7.44114 -3.59244 -0.6767 -0.9677 -0.2716
H -5.05515 -6.15433 -5.37005 0.1480 0.1126 0.9216
H -3.27442 -5.49769 -6.91639 -0.0202 0.1382 0.3619
H -4.58641 -6.33654 -7.68787 -0.2457 -0.0409 0.1624
H -3.08472 -7.14040 -7.41558 0.1049 -0.3501 0.2111
H -4.51610 -8.81114 -5.71896 -0.1138 -0.1838 -0.0936
C -5.24198 6.08457 4.23725 0.1829 0.7141 1.0182
C -5.20119 7.01030 3.02165 0.5845 -1.8426 -1.0437
C -3.98642 6.65615 2.19211 2.1522 0.7956 0.6170
O -6.30114 6.66311 2.21678 -1.6948 0.0503 -0.0774
H -4.25657 5.74420 4.55538 0.1926 -0.1525 -0.4805
H -5.88514 5.21893 4.07881 0.0332 0.1625 -0.1415
H -5.55264 6.62661 5.13044 -0.5933 -0.0310 -0.0287
H -5.21513 8.06905 3.28042 0.0298 0.0508 0.1164
H -3.15892 7.13082 2.71940 0.4765 0.1565 -0.0576
H -3.90320 7.02978 1.17153 -0.5934 0.2520 -0.0481
H -3.65719 5.61751 2.16184 -0.7817 -0.2871 0.1302
H -6.24304 7.13992 1.38559 0.0222 0.0707 -0.0270
C -5.58089 0.33626 -5.84516 0.0511 0.3484 0.2413
C -5.75987 -0.72574 -6.90784 -1.0733 -0.6754 0.0327
C -7.08096 -1.53336 -6.75675 0.9354 0.0445 0.8519
O -5.78898 -0.19499 -8.22484 0.9827 0.1122 -0.2491
H -4.66084 0.91424 -5.93205 -0.0570 0.1347 -0.6353
H -5.48586 -0.04014 -4.82663 -0.4628 -0.4627 -0.0281
H -6.44762 0.99538 -5.89450 0.0355 0.2879 0.2161
H -4.92862 -1.42829 -6.84815 0.1203 0.0659 -0.3282
H -7.90600 -0.99196 -7.21966 -0.0081 -0.1235 -0.0073
H -7.29898 -1.69109 -5.70049 -0.1763 0.0499 0.1062
H -6.95029 -2.52905 -7.18056 -0.2255 0.1698 -0.3390
H -6.47144 0.47706 -8.28954 -0.1182 0.0507 0.1599
C 3.39367 -2.53724 5.49015 0.8391 0.3554 -0.8721
C 4.52587 -3.51609 5.86880 -0.7557 0.9642 0.5208
C 5.65244 -2.87939 6.64955 0.3457 -0.6849 0.4842
O 3.93100 -4.50222 6.69616 0.0938 -0.9099 -0.2220
H 3.83494 -1.61243 5.11852 -0.0016 0.1173 -0.2286
H 2.76123 -2.22968 6.32295 0.1990 -0.3243 0.3448
H 2.73402 -2.92133 4.71205 0.0539 -0.1770 0.0471
H 5.03169 -3.98865 5.02682 -0.7088 -0.3106 -0.2664
H 6.43600 -2.42952 6.03984 -0.3503 0.5640 0.0446
H 6.13960 -3.72552 7.13416 0.1990 -0.0355 0.1097
H 5.26104 -2.27339 7.46666 0.2024 0.5073 -0.1746
H 3.61364 -4.03034 7.46959 -0.1305 -0.0795 0.1700
C -4.37212 -5.52529 2.54011 -0.4807 -0.0711 1.1686
C -4.64347 -5.84788 1.08546 0.2878 1.6679 -0.8843
C -4.98084 -4.64564 0.14821 -0.4879 -0.1687 1.1497
O -3.44775 -6.39181 0.57605 0.1766 -1.3723 -0.6242
H -4.04675 -6.39024 3.11813 0.4607 -0.4395 -0.5741
H -5.19496 -5.24772 3.19890 -0.5131 0.6208 -0.6112
H -3.58961 -4.77507 2.65388 0.0250 0.1647 -0.1630
H -5.49479 -6.50932 0.92469 0.4174 -0.6679 0.3389
H -4.14986 -3.94439 0.07193 0.0178 0.0047 0.0669
H -5.85270 -4.14138 0.56496 -0.0609 0.3387 -0.0483
H -5.26592 -4.98613 -0.84723 0.2383 -0.1811 0.0480
H -2.69484 -5.91736 0.93610 0.0187 0.1015 0.1724
C -2.57611 4.91678 -5.50825 -0.4807 0.6439 -0.3439
C -1.46925 4.77932 -4.43547 0.5693 0.6380 -2.6493
C -0.02611 5.16222 -4.93211 -0.4112 -1.1663 0.5982
O -1.79044 5.55276 -3.34249 -0.6337 0.2807 1.8608
H -2.69777 5.93263 -5.88423 0.3242 0.5018 0.4118
H -3.54903 4.68909 -5.07271 0.0456 -0.2245 0.1798
H -2.52697 4.39309 -6.46293 0.6009 -0.7263 0.3125
H -1.51977 3.73960 -4.11216 0.4695 -0.0051 0.1969
H 0.16690 6.17055 -5.29834 -0.7170 0.1574 -0.0194
H 0.33074 4.46469 -5.68988 -0.0539 -0.0395 -0.0699
H 0.61082 5.04502 -4.05538 0.1867 -0.0540 -0.0057
H -1.67661 6.49629 -3.47816 0.1389 -0.0165 -0.4166
C 0.45842 4.55606 4.69737 -1.0538 0.8080 0.9848
C 0.49694 5.48701 5.97308 1.1020 -1.5463 -1.2825
O 0.24700 4.71506 7.15243 -0.8769 0.7770 -0.1608
O 0.59611 5.34062 3.52387 0.4076 0.0800 0.2852
H -0.52553 4.08718 4.68690 -0.1120 -0.2199 0.1301
H 1.19769 3.76180 4.80099 0.3393 0.0342 -0.1370
H -0.21536 6.30028 5.83409 -0.2606 -0.3177 0.4815
H 1.49188 5.93191 5.98943 0.1023 0.1802 0.2032
H 0.91667 4.06144 7.36674 0.3143 0.2360 -0.4937
H 0.28113 4.82738 2.77623 0.0067 -0.0847 -0.0936
```
Forces are in eV/Å.

Calculated values
Calculated total energy (a.u.): -3518.63317
HOMO-LUMO gap (eV): 9.10